1.
Molecular formula: C6H15N
Method: DFT, ωB97M-V/def2-TZVPD

Results
* F_max: 0.0280 Eh/bohr
* DFT total energy: -292.32897 Eh
* multiplicity: 1
* highest occupied orbital energy: -0.2986 Ha
* E_LUMO: 1.12 eV
* net charge: 0
* ΔE to the lowest compared entry with this formula, charge and spin: 1.0901 eV

XYZ file:
```
22
Properties=species:S:1:pos:R:3:forces:R:3
C 0.19598 -2.06608 2.09479 -0.815 0.054 -1.188
C 0.31732 -1.53533 0.64170 -0.189 -0.781 0.717
C 0.73992 -0.06732 0.59632 0.592 0.532 -1.078
N -0.10924 0.88307 -0.11301 -0.020 -0.307 0.027
C -1.30180 1.27934 0.59886 -0.483 -0.615 0.045
C -0.33855 0.50420 -1.51588 0.328 1.122 0.265
C 0.69736 1.16509 -2.41849 0.645 0.017 0.588
H 1.14397 -2.07192 2.62180 -0.066 0.124 0.247
H -0.59453 -1.47329 2.57033 0.536 0.142 0.370
H -0.23714 -3.06391 2.05580 0.334 -0.302 0.145
H 0.97978 -2.16260 0.03556 0.279 0.116 0.298
H -0.64451 -1.74570 0.17558 -0.295 0.539 -0.051
H 0.95895 0.34704 1.57696 -0.202 -0.135 0.298
H 1.69122 -0.00135 0.05802 0.145 -0.155 0.151
H -1.80682 2.08300 0.05859 0.101 0.066 0.151
H -1.06855 1.59562 1.61671 0.200 0.231 -0.119
H -2.04175 0.46590 0.72133 -0.004 -0.018 -0.118
H -1.28744 0.94853 -1.78139 -0.517 -0.337 -0.185
H -0.33672 -0.57511 -1.67198 -0.320 -0.088 0.003
H 1.66596 0.67298 -2.30766 0.019 -0.079 -0.227
H 0.41507 1.19494 -3.46082 -0.099 -0.233 -0.316
H 0.86209 2.18763 -2.08234 -0.170 0.107 -0.024
```
Positions in Å, forces in eV/Å.

2.
Molecular formula: C6H15N
Method: DFT, ωB97M-V/def2-TZVPD

Results
* F_max: 0.0314 Eh/bohr
* DFT total energy: -292.35308 Eh
* multiplicity: 1
* highest occupied orbital energy: -0.3384 Ha
* E_LUMO: 1.13 eV
* net charge: 0
* ΔE to the lowest compared entry with this formula, charge and spin: 0.4340 eV

XYZ file:
```
22
Properties=species:S:1:pos:R:3:forces:R:3
C 0.55928 -2.36734 -0.87105 -0.373 0.897 -0.219
C 0.29197 -1.18229 0.11489 0.162 -0.760 -1.418
C -1.09060 -1.40554 0.68958 -0.555 -0.159 0.842
C 0.46017 0.12185 -0.69780 -0.065 -0.433 0.917
C 0.56663 1.41214 0.11109 0.053 0.106 0.137
C -0.54214 1.67001 1.12343 -1.012 0.259 -0.440
N 0.70476 2.52555 -0.82377 0.042 -0.992 -0.734
H -0.39899 -2.57939 -1.34599 -0.026 -0.478 0.030
H 0.98085 -3.24680 -0.39279 -0.188 -0.108 0.062
H 1.19453 -2.06864 -1.70543 0.346 -0.030 0.187
H 1.05399 -1.24667 0.87610 0.232 0.234 0.505
H -1.88296 -1.08313 0.01280 0.075 0.159 -0.121
H -1.25025 -0.92637 1.65114 -0.035 0.330 -0.022
H -1.31274 -2.45224 0.91097 0.334 -0.169 -0.225
H -0.36050 0.16476 -1.42118 0.045 0.153 -0.112
H 1.40808 0.01166 -1.21994 -0.080 0.218 -0.344
H 1.51079 1.33966 0.64652 0.219 0.070 0.181
H -0.49870 2.68969 1.51013 0.310 -0.026 0.100
H -0.62650 0.98634 1.95772 0.356 -0.158 0.157
H -1.51563 1.62454 0.61102 0.114 -0.072 -0.001
H -0.13603 2.63091 -1.37563 -0.088 0.050 -0.029
H 0.88398 3.38129 -0.36181 0.135 0.908 0.547
```
Positions in Å, forces in eV/Å.

3.
Molecular formula: C6H15N
Method: DFT, ωB97M-V/def2-TZVPD

Results
* F_max: 0.0469 Eh/bohr
* DFT total energy: -292.32809 Eh
* multiplicity: 1
* highest occupied orbital energy: -0.3102 Ha
* E_LUMO: 1.17 eV
* net charge: 0
* ΔE to the lowest compared entry with this formula, charge and spin: 1.1142 eV

XYZ file:
```
22
Properties=species:S:1:pos:R:3:forces:R:3
C -0.66179 0.58650 2.92276 0.580 -0.297 -1.101
N -1.36771 0.98183 1.69683 -0.380 -0.969 1.719
C -0.54143 1.11695 0.53225 -0.638 0.632 -0.698
C 0.29619 -0.12159 0.20909 1.185 1.262 -0.735
C 0.58171 -0.19897 -1.31133 -1.631 -1.205 -0.377
C 1.72711 -1.12032 -1.64306 1.928 -0.138 1.443
C -0.70237 -0.70157 -2.02917 -0.066 0.092 0.085
H -1.34747 0.32794 3.72389 -0.109 0.292 0.056
H -0.11548 -0.32454 2.67660 0.044 -0.117 0.250
H 0.10928 1.30818 3.23638 -0.257 0.088 0.235
H -2.03187 1.69644 1.95776 0.207 0.337 -0.860
H -1.18384 1.27507 -0.33934 -0.291 0.058 0.206
H 0.08255 2.03406 0.54870 0.290 -0.394 0.126
H -0.11569 -1.06733 0.55268 -0.290 0.055 0.018
H 1.26848 0.02149 0.67286 0.174 -0.273 0.391
H 0.77756 0.74459 -1.82127 0.237 0.435 0.727
H 2.29922 -0.76993 -2.49989 -0.330 -0.453 -0.451
H 2.49287 -1.09233 -0.83848 -0.244 0.420 -0.145
H 1.54700 -2.19630 -1.62661 -0.605 0.066 -0.666
H -0.44547 -1.18466 -2.97314 -0.113 0.279 -0.154
H -1.27039 -1.44031 -1.45841 0.270 -0.085 0.210
H -1.39845 0.12481 -2.18912 0.037 -0.086 -0.278
```
Positions in Å, forces in eV/Å.

4.
Molecular formula: C6H15N
Method: DFT, ωB97M-V/def2-TZVPD

Results
* F_max: 0.1300 Eh/bohr
* DFT total energy: -292.28146 Eh
* multiplicity: 1
* highest occupied orbital energy: -0.3387 Ha
* E_LUMO: 1.03 eV
* net charge: 0
* ΔE to the lowest compared entry with this formula, charge and spin: 2.3828 eV

XYZ file:
```
22
Properties=species:S:1:pos:R:3:forces:R:3
C 0.73015 -2.61505 0.24714 0.315 -0.285 1.796
C 0.17999 -1.30535 0.84367 -0.686 -0.647 2.154
C -0.19135 -0.36826 -0.26396 2.490 1.417 -0.735
C -1.58765 -0.21590 -0.63453 -4.458 -2.507 -4.308
C 0.51160 1.04640 0.01460 2.561 -2.724 -2.372
C -0.14887 1.78985 1.09686 2.224 -1.044 3.450
N 0.66193 1.72357 -1.33521 -1.209 -4.175 2.101
H 1.15213 -2.40959 -0.72457 -0.089 -0.250 -0.396
H -0.14418 -3.28880 0.21617 0.930 -0.296 -0.333
H 1.60882 -3.00491 0.85344 -1.406 0.026 -0.492
H 0.91700 -0.85728 1.54318 -0.213 -0.101 -0.598
H -0.70042 -1.48581 1.53666 0.807 -0.141 -0.803
H 0.33031 -0.88982 -1.10700 -0.399 1.592 0.144
H -1.96372 0.63857 -1.28168 1.187 -0.626 0.659
H -1.99879 -1.19297 -1.39119 1.477 2.516 1.869
H -2.40259 -0.32626 0.04479 -0.026 0.183 1.526
H 1.52945 0.62759 0.36194 -1.177 1.341 -0.611
H -0.88284 2.45393 0.81165 -1.649 1.443 -0.731
H -0.57271 1.02567 1.79263 -0.036 0.681 -0.330
H 0.63017 2.31336 1.75544 -1.137 -0.284 -1.042
H -0.29694 1.83154 -1.54447 -0.827 1.049 -1.116
H 1.19763 2.50972 -1.34321 1.319 2.833 0.168
```
Positions in Å, forces in eV/Å.

5.
Molecular formula: C6H15N
Method: DFT, ωB97M-V/def2-TZVPD

Results
* F_max: 0.0474 Eh/bohr
* DFT total energy: -292.30436 Eh
* multiplicity: 1
* highest occupied orbital energy: -0.2927 Ha
* E_LUMO: 1.11 eV
* net charge: 0
* ΔE to the lowest compared entry with this formula, charge and spin: 1.7599 eV

XYZ file:
```
22
Properties=species:S:1:pos:R:3:forces:R:3
C 2.55634 -0.22177 0.10260 -0.048 -1.196 -0.242
C 1.20884 -0.07565 0.81001 -0.454 2.392 0.105
N 0.09828 -0.11690 -0.14192 -0.454 -0.578 -0.608
C -1.11674 -0.79407 0.28714 -0.259 -0.153 -1.104
C -1.31463 -2.27362 -0.21602 -1.259 1.936 0.022
C -0.08434 1.17150 -0.83957 0.280 -0.114 -0.543
C -1.06745 2.15293 -0.20435 -0.829 -1.512 1.701
H 3.47123 0.21830 0.50226 -0.459 0.405 0.482
H 2.45264 0.10730 -0.93341 0.095 -0.136 0.083
H 2.74801 -1.29831 0.12641 0.202 -0.019 -0.559
H 1.08707 -0.80048 1.62975 -0.075 0.375 -0.332
H 1.08945 0.98666 1.16081 0.722 -0.875 0.906
H -1.99021 -0.23982 -0.06353 0.122 0.117 -0.022
H -1.21568 -0.78428 1.36556 0.199 -0.049 0.492
H -1.93191 -2.63833 0.60146 0.661 -1.279 0.143
H -0.34739 -2.67620 -0.47930 -0.045 -0.735 0.409
H -2.03023 -2.34795 -1.06845 0.899 0.327 0.162
H -0.36557 0.95936 -1.88757 0.194 0.206 0.329
H 0.90667 1.65426 -0.83411 -0.317 -0.190 -0.329
H -0.93644 2.03890 0.89613 0.337 0.918 -0.463
H -2.09956 1.81163 -0.25374 -0.185 -0.249 -0.581
H -1.11839 3.16654 -0.56017 0.672 0.409 -0.051
```
Positions in Å, forces in eV/Å.

6.
Molecular formula: C6H15N
Method: DFT, ωB97M-V/def2-TZVPD

Results
* <S²>: 0.756
* F_max: 0.1039 Eh/bohr
* DFT total energy: -291.92989 Eh
* multiplicity: 2
* highest occupied orbital energy (spin up / spin down): -0.5631 / -0.5708 Ha
* E_LUMO (spin up / spin down): -5.72 / -7.55 eV
* net charge: +1
* ΔE to the lowest compared entry with this formula, charge and spin: 3.5996 eV

XYZ file:
```
22
Properties=species:S:1:pos:R:3:forces:R:3
C -2.22100 0.45316 -1.37056 0.449 1.372 -1.414
N -0.93334 -0.07745 -0.97742 -2.317 0.754 1.653
C -0.70180 0.01446 0.33819 2.123 -4.858 -0.658
C 0.74039 -0.38167 0.67849 -0.402 2.722 0.538
C 1.71421 0.45413 -0.15043 1.056 -1.411 -0.345
C 3.12202 -0.12550 0.04460 0.281 -0.213 -0.242
C -1.68677 -0.67229 1.28506 -0.471 0.620 -0.785
H -2.21311 0.66492 -2.44063 -0.073 -0.333 -0.061
H -2.40398 1.42517 -0.89511 -0.117 -0.167 0.209
H -3.06015 -0.21911 -1.17201 0.285 -0.358 0.154
H -0.79511 1.31603 0.63538 -0.072 1.909 0.421
H -0.75309 1.97350 1.05754 -0.056 -0.057 -0.084
H 0.89265 -0.16556 1.73748 0.104 -0.322 0.062
H 0.74738 -1.46000 0.51782 0.244 0.006 -0.187
H 1.41714 0.31913 -1.19441 0.121 0.363 -0.124
H 1.75940 1.51848 0.08183 -0.592 -0.033 0.248
H 3.26888 -1.02736 -0.55226 -0.195 -0.113 0.128
H 3.29017 -0.38901 1.09035 0.051 0.065 0.005
H 3.93116 0.53230 -0.26564 -0.171 0.280 0.050
H -1.95134 -1.58591 0.75181 -0.156 -0.135 0.319
H -2.58310 -0.06780 1.41596 -0.090 -0.117 0.079
H -1.20484 -0.88684 2.23081 -0.002 0.027 0.037
```
Positions in Å, forces in eV/Å.